[1]
DFT (ωB97M-V/def2-TZVPD) results for an isolated molecule of C5H8O in a non-equilibrium geometry.

Properties
LUMO energy (eV): 1.17
Gap between HOMO and LUMO (Eh): 0.3793
Multiplicity: 1
Max |F| (eV Å⁻¹): 1.049
HOMO energy (eV): -9.16
E (Eh): -270.45311
Energy relative to the best compared isomer or geometry (same formula, charge and spin) (kJ/mol): 275.1

Bonds (Å) are listed after each position.
Geometry (Å):
1 O 1.185 -0.939 -0.187  C3 1.407, C4 1.443
2 C 0.493 1.275 -1.012  C4 1.513, H10 1.096, H12 1.090, H13 1.089
3 C 0.242 -1.308 0.790  O1 1.407, C5 1.485, C6 1.578, H11 1.093
4 C 0.198 -0.207 -0.944  O1 1.443, C2 1.513, C6 1.511, H7 1.101
5 C -0.470 -0.159 1.404  C3 1.485, C6 1.498, H8 1.090, H9 1.088
6 C -0.910 -0.547 0.026  C3 1.578, C4 1.511, C5 1.498, H14 1.092
7 H 0.091 -0.692 -1.926  C4 1.101
8 H -1.201 -0.511 2.133  C5 1.090
9 H 0.006 0.786 1.656  C5 1.088
10 H 0.036 1.783 -0.154  C2 1.096
11 H 0.579 -2.168 1.374  C3 1.093
12 H 0.102 1.729 -1.922  C2 1.090
13 H 1.570 1.422 -0.943  C2 1.089
14 H -1.951 -0.452 -0.289  C6 1.092

[2]
DFT (ωB97M-V/def2-TZVPD) results for a cluster of 2 separate species, C5H8O in total.

Properties
LUMO energy (eV): 1.11
Gap between HOMO and LUMO (Eh): 0.3520
Multiplicity: 1
Max |F| (eV Å⁻¹): 0.256
HOMO energy (eV): -8.47
E (Eh): -270.47337
Energy relative to the best compared isomer or geometry (same formula, charge and spin) (kJ/mol): 221.9

Bonds (Å) are listed after each position.
Geometry (Å):
1 O 0.892 1.129 0.025  C5 1.372, C6 1.373
2 C 0.550 -1.076 -0.819  C4 1.508, C6 1.329, H7 1.085
3 C -1.347 0.330 -0.181  C4 1.508, C5 1.329, H10 1.086
4 C -0.925 -0.843 -1.030  C2 1.508, C3 1.508, H8 1.097, H11 1.101
5 C -0.459 1.223 0.245  O1 1.372, C3 1.329, H9 1.084
6 C 1.339 -0.109 -0.362  O1 1.373, C2 1.329, H13 1.085
7 H 0.987 -2.044 -1.045  C2 1.085
8 H -1.506 -1.739 -0.781  C4 1.097
9 H -0.696 2.102 0.834  C5 1.084
10 H -2.390 0.460 0.090  C3 1.086
11 H -1.129 -0.637 -2.093  C4 1.101
12 H 1.316 0.689 2.343  H14 0.743
13 H 2.410 -0.195 -0.219  C6 1.085
14 H 0.957 0.708 2.994  H12 0.743

[3]
DFT (ωB97M-V/def2-TZVPD) results for an isolated molecule of C5H8O in a non-equilibrium geometry.

Properties
LUMO energy (eV): 1.06
Gap between HOMO and LUMO (Eh): 0.3499
Multiplicity: 1
Max |F| (eV Å⁻¹): 1.240
HOMO energy (eV): -8.46
E (Eh): -270.42094
Energy relative to the best compared isomer or geometry (same formula, charge and spin) (kJ/mol): 359.6

Bonds (Å) are listed after each position.
Geometry (Å):
1 O 1.162 -0.729 -0.901  C2 1.469, H8 0.967
2 C 0.001 0.044 -1.364  O1 1.469, C4 1.532, H9 1.083, H12 1.108
3 C -0.614 -0.063 0.983  C4 1.519, C5 1.479, C6 1.502, H14 1.092
4 C -1.163 -0.271 -0.419  C2 1.532, C3 1.519, H11 1.104, H13 1.098
5 C 0.828 -0.269 1.235  C3 1.479, C6 1.298, H7 1.072
6 C 0.452 0.972 1.199  C3 1.502, C5 1.298, H10 1.068
7 H 1.520 -1.003 1.599  C5 1.072
8 H 1.935 -0.165 -0.766  O1 0.967
9 H -0.124 -0.337 -2.370  C2 1.083
10 H 0.685 1.940 1.585  C6 1.068
11 H -2.037 0.380 -0.592  C4 1.104
12 H 0.119 1.143 -1.430  C2 1.108
13 H -1.502 -1.303 -0.578  C4 1.098
14 H -1.261 -0.340 1.818  C3 1.092